C29H28N13O2Tl | the ωB97M-V functional and the def2-TZVPD basis

- E_LUMO: 4.25 eV
- Energy above the lowest of the compared OMol25 structures with the same formula, charge and spin: 0.918 eV
- HOMO: -0.0709 hartree
- Multiplicity: 1
- Charge: -2
- Frontier orbital gap: 0.22710 hartree

Geometry (Å):
Tl1 -0.226 -1.158 -0.619
C1 2.021 1.049 2.155
C2 0.748 1.918 2.119
C3 -0.356 1.446 3.021
C4 -1.068 2.355 3.801
C5 -2.104 1.895 4.597
C6 -2.395 0.544 4.596
C7 -1.626 -0.297 3.801
N1 -0.627 0.144 3.041
N2 2.418 0.457 0.874
C8 2.848 1.473 -0.060
C9 2.724 1.091 -1.526
C10 3.035 2.042 -2.494
C11 2.911 1.705 -3.830
C12 2.479 0.430 -4.161
C13 2.194 -0.457 -3.134
N3 2.329 -0.135 -1.848
C14 3.377 -0.629 1.016
C15 2.756 -1.940 1.452
C16 2.842 -2.432 2.746
C17 2.231 -3.647 3.034
C18 1.591 -4.339 2.021
C19 1.580 -3.781 0.747
N4 2.141 -2.612 0.470
H1 1.865 0.237 2.866
H2 2.863 1.668 2.531
H3 0.356 1.886 1.094
H4 0.976 2.957 2.365
H5 -0.820 3.409 3.773
H6 -2.673 2.588 5.208
H7 -3.198 0.143 5.200
H8 -1.809 -1.364 3.757
H9 3.897 1.785 0.125
H10 2.213 2.348 0.084
H11 3.335 3.041 -2.197
H12 3.125 2.437 -4.601
H13 2.352 0.131 -5.192
H14 1.803 -1.446 -3.345
H15 4.197 -0.325 1.698
H16 3.791 -0.827 0.029
H17 3.372 -1.878 3.512
H18 2.266 -4.046 4.041
H19 1.092 -5.279 2.210
H20 1.110 -4.289 -0.086
N5 -2.279 -4.248 -1.978
C20 -1.378 -3.778 -2.926
N6 -1.388 -4.292 -4.158
N7 -0.432 -3.620 -4.809
N8 0.117 -2.757 -4.017
N9 -0.465 -2.814 -2.801
C21 -2.063 -4.395 -0.615
N10 -2.559 -5.454 0.034
N11 -2.222 -5.248 1.311
N12 -1.565 -4.137 1.418
N13 -1.446 -3.550 0.211
H21 -2.785 -5.039 -2.345
C22 -4.258 1.938 0.367
C23 -2.993 1.582 -0.422
O1 -2.574 0.440 -0.318
C24 -2.408 2.620 -1.265
C25 -3.195 3.698 -1.698
C26 -2.744 4.636 -2.599
C27 -1.442 4.510 -3.116
C28 -0.621 3.505 -2.689
C29 -1.025 2.531 -1.703
O2 -0.184 1.724 -1.228
H22 -4.416 1.143 1.093
H23 -5.125 1.977 -0.296
H24 -4.160 2.896 0.878
H25 -4.219 3.781 -1.350
H26 -3.387 5.447 -2.918
H27 -1.099 5.216 -3.867
H28 0.382 3.390 -3.082

Okay, here come the Mulliken numbers, in e, for every atom: 1.06, -1.20, 0.65, 0.30, -0.94, -0.35, -0.61, -0.41, 0.04, 1.37, -1.68, 0.92, -0.93, -0.34, -0.72, -0.46, 0.03, -0.98, 0.17, -0.52, -0.57, -0.48, -0.22, -0.12, 0.46, 0.22, -0.39, 0.24, 0.36, 0.39, 0.40, 0.43, 0.32, 0.48, 0.38, 0.38, 0.44, 0.60, 0.33, 0.43, 0.39, 0.37, 0.35, 0.51, -0.12, 0.20, -0.48, -0.86, -0.30, 0.30, 0.31, -0.50, -0.73, -0.32, 0.28, 0.33, -1.59, 0.84, -0.47, 0.64, -0.49, -0.76, -0.44, -0.72, -0.26, -0.35, 0.36, 0.38, 0.39, 0.26, 0.33, 0.38, 0.29